The following is a DFT calculation (ωB97M-V/def2-TZVPD) of a 2-piece molecular cluster, C3H11NO overall.

Calculated values
LUMO = 0.94 eV
HOMO energy = -0.3422 Eh
SMILES string = CCCN.O
Gap between HOMO and LUMO = 0.3767 Eh
ΔE to the lowest compared entry with this formula, charge and spin = 7.8 kcal per mole

ORCA input file:
```
! wB97M-V def2-TZVPD RIJCOSX def2/J DEFGRID3
* xyz 0 1
C -0.756 -0.441 -0.773
C -0.149 0.846 -0.216
C -0.678 1.202 1.170
N -0.135 -0.787 -2.050
H -1.808 -0.233 -0.981
H -0.708 -1.268 -0.049
H -0.434 1.636 -0.907
H 0.948 0.837 -0.267
H -0.489 0.433 1.928
H -1.756 1.341 1.113
H -0.269 2.162 1.515
H -0.611 -1.553 -2.502
H 0.840 -1.018 -1.924
H 1.369 -0.889 0.873
H 2.450 -0.939 1.954
O 2.188 -1.330 1.116
*
```